{
  "formula": "C12H27CsN3NbO4S",
  "method": "the ωB97M-V functional and the def2-TZVPD basis",
  "species": ["N", "C", "O", "Cs", "Nb", "N", "N", "C", "C", "C", "C", "C", "C", "C", "C", "H", "H", "H", "H", "H", "H", "H", "H", "H", "H", "H", "H", "H", "H", "H", "H", "H", "H", "C", "H", "H", "H", "C", "H", "H", "H", "C", "S", "O", "O", "O", "H", "H", "H"],
  "positions_angstrom": [[1.9436, -0.3581, -0.2121], [3.0005, -0.5094, 0.3915], [4.0268, -0.6368, 0.9540], [0.5188, 1.0104, -3.6990], [-0.0345, 0.0605, -0.0611], [-0.7818, -1.5005, -1.1391], [-0.0404, 1.7091, -1.2213], [-0.3696, -2.8546, -0.6455], [0.6618, 3.0565, -1.1715], [0.8536, -3.2941, -1.4489], [-1.5017, -3.8712, -0.8263], [-0.0208, -2.7856, 0.8367], [0.3447, 3.8491, -2.4664], [0.1867, 3.8494, 0.0501], [2.1573, 2.7886, -1.0513], [0.6157, -3.3684, -2.5172], [1.1865, -4.2783, -1.0947], [1.6759, -2.5813, -1.3209], [-2.4281, -3.5055, -0.3693], [-1.2235, -4.8089, -0.3261], [-1.6850, -4.1102, -1.8801], [0.7669, -2.0356, 1.0419], [0.3815, -3.7637, 1.1358], [-0.9121, -2.5856, 1.4469], [1.1277, 3.7395, -3.2433], [0.3451, 4.9183, -2.2192], [-0.6585, 3.6292, -2.8762], [-0.8926, 4.0355, 0.0246], [0.7020, 4.8252, 0.0548], [0.4336, 3.3299, 0.9822], [2.3976, 2.2333, -0.1364], [2.6774, 3.7597, -0.9998], [2.5791, 2.2362, -1.9119], [-1.5315, 1.7354, -1.2829], [-1.9617, 0.8969, -0.6662], [-1.9298, 2.6697, -0.8540], [-1.9102, 1.6380, -2.3224], [-1.4592, -1.4997, -2.4513], [-2.2387, -2.2762, -2.4758], [-1.9948, -0.5515, -2.6473], [-0.7676, -1.7129, -3.2946], [-0.1245, 0.0636, 3.9576], [-0.5784, 1.0624, 2.5251], [-1.1734, 2.3220, 2.8558], [0.7181, 1.1422, 1.6974], [-1.4168, 0.1593, 1.5964], [-0.9790, 0.0367, 4.6507], [0.7362, 0.5452, 4.4456], [0.1391, -0.9569, 3.6428]],
  "atomic_forces_ev_per_a": [[-0.70, -0.05, 0.27], [1.38, 0.13, 0.78], [-2.20, 0.17, -1.24], [0.73, -0.75, -2.31], [1.18, 0.39, -1.14], [0.91, 1.88, 0.78], [-1.53, -1.49, 3.22], [-0.17, -0.50, -0.40], [0.15, -0.06, -0.19], [0.23, -0.03, -0.10], [-0.10, -0.12, 0.10], [-0.24, 0.13, 0.17], [0.13, 0.41, 0.02], [0.04, 0.09, 0.13], [0.41, 0.22, -0.02], [0.07, -0.11, 0.22], [-0.07, 0.22, -0.19], [-0.10, -0.20, -0.04], [0.09, -0.10, -0.07], [-0.07, 0.26, -0.13], [0.06, -0.01, 0.28], [-0.09, -0.33, 0.16], [0.02, 0.41, 0.04], [0.20, 0.00, -0.11], [-0.47, -0.02, 0.32], [-0.03, -0.26, -0.11], [0.41, 0.15, 0.12], [0.24, 0.14, 0.06], [-0.26, -0.40, -0.02], [-0.06, 0.21, -0.30], [-0.10, 0.21, -0.22], [-0.15, -0.39, -0.07], [-0.17, 0.21, 0.32], [0.32, 0.63, -0.20], [-0.32, 0.29, -0.47], [0.04, -0.55, -0.07], [0.01, -0.14, 0.61], [-0.43, -0.01, 0.02], [0.30, 0.33, 0.00], [0.39, -0.35, 0.19], [-0.24, 0.03, 0.53], [-0.39, 0.22, 0.01], [0.79, 0.18, 0.60], [0.49, -1.34, -0.26], [-1.28, -0.56, 0.10], [0.78, 0.32, -0.67], [0.24, 0.08, -0.32], [-0.33, 0.00, -0.29], [-0.12, 0.46, -0.10]],
  "total_energy_ha": -1413.4940,
  "total_charge": 2,
  "e_homo_ev": -15.9
}

{
  "formula": "C8H19N7",
  "method": "the ωB97M-V functional and the def2-TZVPD basis",
  "species": ["C", "C", "C", "C", "C", "C", "C", "C", "N", "N", "N", "N", "N", "N", "N", "H", "H", "H", "H", "H", "H", "H", "H", "H", "H", "H", "H", "H", "H", "H", "H", "H", "H", "H"],
  "positions_angstrom": [[-0.4161, 1.5915, -1.1401], [-3.1100, -0.5549, -0.4232], [-0.7685, 0.0648, 0.0004], [-5.0983, 0.0869, 1.1532], [0.5166, -0.6894, 0.3284], [1.7070, 0.2575, 0.0090], [3.0449, -0.4033, 0.4090], [4.1801, 0.2509, -0.3561], [-0.6631, 2.5420, -0.3506], [-1.1975, 0.9386, 1.0214], [-1.1488, 2.1275, 0.8297], [-3.9292, -1.1824, -1.3347], [-3.6835, -0.0448, 0.6975], [-1.8056, -0.7678, -0.5396], [5.5771, -0.2874, 0.0304], [-0.1919, 1.6552, -2.1771], [-5.8648, 0.5265, 0.4968], [-5.4523, -0.9611, 1.2125], [-5.0893, 0.6432, 2.1569], [0.3842, -0.9845, 1.4798], [0.5913, -1.5853, -0.2424], [1.8966, 0.5228, -1.0838], [1.3855, 1.2351, 0.5178], [2.9592, -1.5220, 0.3263], [3.3415, -0.1327, 1.5270], [3.9756, -0.0533, -1.4386], [4.1389, 1.3698, -0.2750], [-4.9383, -1.2605, -1.2127], [-3.6477, -1.4651, -2.2367], [-3.0464, 0.3583, 1.4386], [-1.4255, -1.1895, -1.3895], [6.1513, 0.4402, 0.6538], [6.2060, -0.4675, -0.7999], [5.4210, -1.0595, 0.7115]],
  "atomic_forces_ev_per_a": [[-1.34, -2.30, 2.67], [-4.26, -1.49, 0.93], [1.02, 2.77, -2.81], [-0.42, -1.04, 0.31], [-0.42, 1.00, 1.65], [0.03, 0.54, 0.46], [0.81, 0.97, 3.60], [-0.52, -0.27, -2.40], [1.17, 0.84, -3.98], [-0.46, -2.64, 1.55], [-0.81, 1.49, 2.95], [-0.21, 1.10, 1.56], [1.62, 1.40, 0.16], [1.85, 0.51, -0.37], [1.06, 2.24, 1.68], [0.49, 0.14, -0.63], [0.95, 0.53, -0.22], [-0.02, 0.51, 0.82], [-0.03, -1.11, -1.62], [0.84, 0.63, -2.41], [-0.13, -0.84, -0.42], [-1.18, -0.55, 1.04], [1.50, -1.22, -0.48], [0.40, 1.07, -0.16], [-1.13, -0.94, -1.76], [0.93, 0.70, 1.16], [0.32, -1.16, 0.01], [0.56, 0.35, 0.35], [0.77, -0.20, -0.80], [-0.55, -0.87, -1.56], [-0.90, -0.16, 0.32], [-1.58, -1.60, -1.70], [-0.95, -0.36, 1.18], [0.57, -0.04, -1.08]],
  "total_energy_ha": -698.7977,
  "total_charge": 2,
  "e_homo_ev": -15.3
}

{
  "formula": "C2H2N4O2",
  "method": "the ωB97M-V functional and the def2-TZVPD basis",
  "species": ["C", "C", "H", "H", "N", "N", "N", "N", "O", "O"],
  "positions_angstrom": [[0.2648, -1.1810, -0.0383], [0.0320, 1.0761, -0.0501], [1.8909, -2.0694, -0.3746], [-0.3208, 2.9668, -0.1406], [-1.0690, -1.3756, 0.1333], [-1.7915, -0.2471, 0.5200], [-1.3013, 0.8974, 0.4155], [0.3929, 2.2339, -0.1167], [0.9459, -2.2644, -0.3805], [0.9562, -0.0367, 0.0320]],
  "atomic_forces_ev_per_a": [[-3.37, -1.15, -0.33], [-1.23, -0.65, 2.15], [0.21, 0.06, -0.12], [0.07, -0.84, 0.35], [3.13, 1.14, -0.12], [0.51, -0.04, -0.15], [-0.73, -1.89, -0.38], [2.76, 2.03, -1.64], [0.05, 0.72, 0.53], [-1.41, 0.63, -0.30]],
  "total_energy_ha": -446.8190,
  "total_charge": 0,
  "e_homo_ev": -10.2
}

In the order shown, the computed ΔE to the lowest compared entry with this formula, charge and spin values come out to 0.00 182.98 403.58 kJ/mol.
In the order shown, the computed HOMO-LUMO gap values come out to 7.976 8.912 9.719 eV.